*1*
ORCA calculation (ωB97M-V with the def2-TZVPD basis set) on a molecular structure, C2H5PS.

The geometry in ORCA input format:
```
! RIJCOSX wB97M-V def2-TZVPD def2/J DEFGRID3
* xyz 0 1
C -1.479 0.423 -0.384
C 0.125 0.231 0.856
P 1.390 -0.765 -0.058
S -0.539 1.743 0.318
H -1.104 0.169 -1.383
H -2.278 -0.127 0.100
H -0.502 -0.273 1.562
H 2.520 -0.569 0.734
H 2.069 0.100 -0.854
*
```

## Properties
Frontier orbital gap = 8.945 eV

=====

*2*
ORCA calculation (ωB97M-V with the def2-TZVPD basis set) on 2 unconnected molecules or ions with the total composition C2H5PS.

The geometry in ORCA input format:
```
! RIJCOSX wB97M-V def2-TZVPD def2/J DEFGRID3
* xyz 0 1
C 1.699 -0.420 0.037
C 0.971 -1.372 0.109
P -0.959 0.564 -0.055
S -2.002 -1.047 0.071
H 2.341 0.325 0.090
H -0.405 1.232 -1.228
H 0.206 -2.097 0.174
H -1.830 1.789 -0.125
H -0.021 1.027 0.928
*
```

## Properties
Frontier orbital gap = 9.512 eV
SMILES = [PH3]=S.C#C

=====

Stability order, top to bottom: *1*, *2*